one:
{"formula": "C5H14N2O", "method": "ωB97M-V/def2-TZVPD", "symbols": ["C", "C", "C", "O", "N", "C", "C", "N", "H", "H", "H", "H", "H", "H", "H", "H", "H", "H", "H", "H", "H", "H"], "coordinates": [[1.60, 1.08, -0.16], [0.13, 1.14, -0.58], [-0.15, 1.18, -2.09], [0.90, 0.72, -2.97], [-0.72, 0.10, 0.00], [-0.71, -0.18, 1.41], [-1.30, -1.56, 1.68], [-0.49, -2.70, 1.27], [1.67, 0.73, 0.86], [2.08, 2.07, -0.12], [2.20, 0.46, -0.82], [-0.28, 2.07, -0.19], [-1.01, 0.57, -2.33], [-0.39, 2.18, -2.41], [1.77, 0.91, -2.59], [-0.64, -0.73, -0.56], [-1.31, 0.57, 1.93], [0.29, -0.13, 1.86], [-1.55, -1.66, 2.74], [-2.23, -1.57, 1.11], [0.44, -2.59, 1.68], [-0.29, -2.67, 0.27]], "gap_ev": 9.68, "homo_ev": -8.9, "smiles": "C[C@@H](CO)NCCN"}

***

two:
{"formula": "C5H14N2O", "method": "ωB97M-V/def2-TZVPD", "symbols": ["C", "C", "C", "C", "N", "N", "C", "O", "H", "H", "H", "H", "H", "H", "H", "H", "H", "H", "H", "H", "H", "H"], "coordinates": [[1.46, -0.47, 1.20], [0.34, -0.16, 0.22], [0.77, 0.06, -1.27], [1.71, 1.24, -1.32], [0.96, 2.49, -1.05], [-0.61, -1.27, 0.37], [-2.00, -1.02, 0.26], [-2.67, -0.87, 1.54], [2.13, -1.31, 0.93], [2.21, 0.31, 1.40], [0.99, -0.79, 2.13], [-0.18, 0.68, 0.70], [1.11, -0.95, -1.51], [-0.14, 0.19, -1.90], [2.24, 1.28, -2.29], [2.44, 1.21, -0.51], [0.53, 2.79, -1.92], [1.63, 3.21, -0.80], [-0.33, -2.22, 0.18], [-2.19, -0.07, -0.23], [-2.61, -1.78, -0.23], [-2.50, -1.65, 2.08]], "gap_ev": 9.68, "homo_ev": -8.7, "smiles": "C[C@@H](CCN)NCO"}

***

three:
{"formula": "C5H14N2O", "method": "ωB97M-V/def2-TZVPD", "symbols": ["C", "C", "N", "C", "C", "C", "N", "H", "H", "H", "H", "H", "H", "H", "H", "H", "H", "H", "H", "O", "H", "H"], "coordinates": [[-0.06, -2.20, 1.65], [0.04, -1.73, 0.20], [1.50, -1.56, 0.07], [-0.96, -0.63, 0.15], [-0.98, 0.49, -0.94], [-0.95, 1.81, -0.65], [-0.78, 2.90, -1.57], [-0.88, -2.94, 1.79], [-0.04, -1.57, 2.51], [0.70, -3.08, 1.78], [-0.12, -2.51, -0.47], [2.04, -1.85, 0.91], [1.85, -0.57, -0.35], [-1.91, -1.35, 0.25], [-1.20, -0.22, 1.13], [-0.55, 0.29, -1.95], [-1.20, 2.15, 0.28], [-1.39, 2.65, -2.37], [-1.12, 3.58, -0.97], [2.36, 1.97, -0.41], [2.13, 2.84, -0.40], [1.53, 1.54, -0.65]], "gap_ev": 9.53, "homo_ev": -8.7, "smiles": "C[C@H](N)C/C=C/N.O"}

***

four:
{"formula": "C5H14N2O", "method": "ωB97M-V/def2-TZVPD", "symbols": ["C", "C", "C", "C", "N", "C", "N", "H", "H", "H", "H", "H", "H", "H", "H", "H", "H", "H", "H", "O", "H", "H"], "coordinates": [[0.44, 0.00, 2.14], [-0.95, -0.47, 1.70], [-1.26, 0.00, 0.23], [-0.25, -0.46, -0.82], [-0.30, 0.28, -2.01], [0.57, -1.49, -0.61], [1.48, -2.00, -1.59], [0.76, -0.36, 3.12], [0.34, 1.09, 2.23], [1.21, -0.28, 1.42], [-1.69, 0.05, 2.32], [-1.15, -1.52, 1.81], [-2.17, -0.45, -0.12], [-1.29, 1.08, 0.36], [0.25, 0.00, -2.81], [-1.24, 0.53, -2.25], [0.52, -2.15, 0.25], [1.53, -1.42, -2.40], [2.40, -2.11, -1.21], [0.39, 3.39, -0.27], [0.26, 3.85, -1.09], [0.18, 2.44, -0.41]], "gap_ev": 8.39, "homo_ev": -7.5, "smiles": "CCC/C(N)=C/N.O"}

***

It is four that is the most stable of them.

***

one:
{"formula": "C5H14N2O", "method": "ωB97M-V/def2-TZVPD", "symbols": ["N", "C", "C", "C", "C", "N", "C", "O", "H", "H", "H", "H", "H", "H", "H", "H", "H", "H", "H", "H", "H", "H"], "coordinates": [[-3.10, 0.21, 0.88], [-1.74, 0.41, 1.36], [-0.91, 1.31, 0.38], [-0.14, 0.48, -0.64], [1.06, -0.33, -0.06], [2.31, 0.39, -0.52], [1.26, -1.72, -0.77], [2.54, -2.19, -0.56], [-3.34, 0.89, 0.18], [-3.25, -0.73, 0.55], [-1.71, 0.87, 2.35], [-1.09, -0.46, 1.49], [-1.62, 2.01, -0.07], [-0.17, 1.86, 0.98], [-0.85, -0.23, -1.09], [0.21, 1.18, -1.40], [1.03, -0.51, 1.02], [2.56, 1.14, 0.11], [2.11, 0.89, -1.38], [1.04, -1.60, -1.84], [0.60, -2.39, -0.21], [3.19, -1.48, -0.77]], "gap_ev": 10.21, "homo_ev": -9.3, "smiles": "NCCC[C@H](N)CO"}

***

two:
{"formula": "C5H14N2O", "method": "ωB97M-V/def2-TZVPD", "symbols": ["C", "C", "C", "C", "C", "H", "H", "H", "H", "H", "H", "H", "H", "H", "H", "N", "O", "H", "N", "H", "H", "H"], "coordinates": [[-0.52, 1.60, -0.53], [0.47, 0.85, 0.31], [0.11, -0.29, 0.96], [1.11, -1.02, 1.80], [-1.34, -0.82, 0.82], [-1.05, 0.84, -1.15], [0.04, 2.41, -1.05], [-1.25, 1.98, 0.18], [1.51, 1.19, 0.37], [1.42, -0.35, 2.69], [0.82, -1.96, 2.06], [1.95, -1.07, 1.14], [-2.03, -0.03, 1.07], [-1.68, -1.11, -0.24], [-1.60, -1.55, 1.60], [-1.73, 3.95, 1.88], [-2.46, 2.99, 1.78], [-2.12, 4.82, 2.38], [1.20, 0.08, -4.32], [1.08, -0.19, -3.37], [2.11, -0.15, -4.54], [0.55, -0.10, -5.13]], "gap_ev": 7.76, "homo_ev": -8.3, "smiles": "CC=C(C)C.N=O.N"}

***

three:
{"formula": "C5H14N2O", "method": "ωB97M-V/def2-TZVPD", "symbols": ["C", "C", "C", "C", "N", "N", "H", "H", "H", "H", "H", "H", "H", "H", "H", "H", "C", "O", "H", "H", "H", "H"], "coordinates": [[-0.22, 1.40, 0.77], [-0.39, 2.30, -0.41], [1.55, -0.97, 1.19], [1.20, -0.02, 0.08], [-1.31, 0.70, 1.16], [2.13, 0.36, -0.70], [0.39, 1.78, 1.58], [-1.69, 0.11, 0.38], [-1.21, 0.18, 2.03], [1.78, 0.97, -1.44], [-0.86, 1.77, -1.23], [-1.03, 3.14, -0.12], [0.56, 2.71, -0.73], [2.59, -0.91, 1.48], [0.96, -0.79, 2.10], [1.32, -2.00, 0.90], [-1.15, -2.10, -1.28], [-1.12, -0.72, -1.04], [0.00, -0.40, -0.64], [-1.23, -2.71, -0.37], [-2.01, -2.34, -1.91], [-0.25, -2.45, -1.82]], "gap_ev": 7.95, "homo_ev": -7.9}

***

four:
{"formula": "C5H14N2O", "method": "ωB97M-V/def2-TZVPD", "symbols": ["C", "N", "C", "N", "O", "H", "H", "H", "H", "H", "H", "C", "C", "C", "H", "H", "H", "H", "H", "H", "H", "H"], "coordinates": [[2.10, 0.19, -1.65], [1.08, 0.90, -0.89], [1.23, 1.21, 0.50], [2.06, 0.34, 1.19], [0.81, 2.25, 0.96], [1.94, 0.37, -2.71], [2.02, -0.88, -1.44], [3.11, 0.52, -1.41], [0.68, 1.70, -1.37], [2.09, -0.62, 0.88], [2.00, 0.45, 2.19], [-1.76, -1.82, -0.04], [-1.13, -0.52, 0.46], [-2.16, 0.59, 0.66], [-1.03, -2.62, -0.14], [-2.28, -1.67, -0.99], [-2.51, -2.18, 0.67], [-0.66, -0.72, 1.42], [-0.35, -0.11, -0.40], [-2.89, 0.32, 1.43], [-2.70, 0.78, -0.27], [-1.66, 1.51, 0.95]], "gap_ev": 9.82, "homo_ev": -9.0, "smiles": "CNC(N)=O.CCC"}

***

It is four that is the most stable of them.

***

one:
{"formula": "C2H11N2O2", "method": "ωB97M-V/def2-TZVPD", "symbols": ["C", "N", "C", "N", "H", "H", "H", "H", "H", "H", "H", "H", "H", "O", "H", "H", "O"], "coordinates": [[1.61, -1.77, 0.51], [0.82, -0.65, -0.01], [-0.49, -0.58, -0.05], [-1.19, 0.45, -0.47], [1.24, -2.01, 1.50], [2.68, -1.62, 0.52], [1.35, -2.63, -0.11], [1.31, 0.14, -0.41], [-0.93, -1.45, 0.43], [-0.65, 1.19, -0.87], [-2.18, 0.58, -0.24], [-4.36, 1.22, -1.05], [-4.37, 0.89, 0.35], [-3.90, 0.63, -0.46], [3.29, 1.97, -0.60], [3.07, 1.96, 0.89], [2.68, 1.67, 0.07]], "gap_ev": 11.66, "charge": 1, "homo_ev": -14.4}

***

two:
{"formula": "C2H11N2O2", "method": "ωB97M-V/def2-TZVPD", "symbols": ["C", "C", "N", "N", "H", "H", "H", "H", "H", "H", "H", "H", "H", "O", "H", "H", "O"], "coordinates": [[0.15, -1.23, -0.83], [-0.49, -0.52, -1.81], [-0.77, -0.91, -3.05], [0.69, -0.37, 0.29], [0.26, -2.36, -0.80], [-0.53, 0.56, -1.57], [-1.44, -0.37, -3.59], [-1.03, -1.82, -3.30], [1.67, -0.21, 0.04], [0.38, -0.79, 1.18], [0.38, 0.69, 0.07], [-0.23, 2.91, 0.52], [0.74, 2.38, 1.66], [0.50, 2.36, 0.80], [0.64, -0.17, 3.94], [-0.93, 0.07, 3.34], [0.02, -0.22, 3.12]], "gap_ev": 9.58, "charge": 1, "homo_ev": -12.6}

***

three:
{"formula": "C2H11N2O2", "method": "ωB97M-V/def2-TZVPD", "symbols": ["C", "C", "N", "N", "H", "H", "H", "H", "H", "H", "H", "H", "H", "O", "H", "H", "O"], "coordinates": [[-0.83, -0.91, -1.18], [-1.59, 0.16, -1.59], [-1.74, 1.26, -0.79], [0.09, -0.65, -0.06], [-1.33, -1.87, -1.09], [-1.95, 0.20, -2.62], [-2.15, 2.09, -1.18], [-2.20, 1.06, 0.09], [-0.40, -0.84, 0.82], [0.48, 0.32, -0.01], [0.85, -1.33, -0.01], [1.77, -1.58, 2.77], [2.63, -2.39, 1.83], [2.03, -1.64, 1.84], [0.85, 2.54, 0.38], [2.20, 1.88, 0.28], [1.28, 1.69, 0.53]], "gap_ev": 9.83, "charge": 1, "homo_ev": -12.9}

***

four:
{"formula": "C2H11N2O2", "method": "ωB97M-V/def2-TZVPD", "symbols": ["C", "C", "N", "N", "H", "H", "H", "H", "H", "H", "H", "H", "H", "O", "H", "H", "O"], "coordinates": [[-0.69, 0.02, -1.07], [-1.05, -0.90, -0.18], [-2.04, -1.81, -0.43], [0.30, 1.04, -0.75], [-0.93, -0.21, -2.10], [-0.73, -0.93, 0.85], [-2.00, -2.78, -0.16], [-2.45, -1.73, -1.36], [0.31, 1.83, -1.39], [1.23, 0.65, -0.65], [0.12, 1.51, 0.16], [0.50, 1.69, 2.46], [-1.02, 1.57, 2.43], [-0.26, 1.81, 1.89], [2.63, -1.33, 0.26], [3.44, 0.00, 0.13], [2.62, -0.44, -0.10]], "gap_ev": 9.67, "charge": 1, "homo_ev": -12.7}

***

It is one that is the most stable of them.

***

one:
{"formula": "C5H9P", "method": "ωB97M-V/def2-TZVPD", "symbols": ["C", "P", "C", "C", "C", "C", "H", "H", "H", "H", "H", "H", "H", "H", "H"], "coordinates": [[1.80, -1.21, 0.54], [1.49, 0.45, -0.12], [-0.38, 0.33, -0.24], [-1.31, 1.02, 0.66], [-0.86, -0.75, -1.20], [-0.70, 0.44, -1.67], [2.88, -1.41, 0.66], [1.40, -1.93, -0.14], [1.14, -1.10, 1.49], [1.46, 0.91, 1.15], [-1.48, 1.90, 0.08], [-0.93, 1.25, 1.64], [-2.39, 0.47, 0.78], [-1.38, -1.64, -1.25], [-0.74, 1.28, -2.39]], "gap_ev": 9.74, "homo_ev": -8.7, "smiles": "CPC1(C)C=C1"}

***

two:
{"formula": "C5H9P", "method": "ωB97M-V/def2-TZVPD", "symbols": ["C", "C", "C", "C", "P", "C", "H", "H", "H", "H", "H", "H", "H", "H", "H"], "coordinates": [[2.07, 0.88, 0.16], [1.35, -0.16, 0.51], [0.61, -1.14, -0.42], [-0.82, -1.45, 0.00], [-1.72, -0.09, 0.26], [-1.80, 1.40, -0.51], [2.47, 1.05, -0.86], [2.28, 1.72, 0.82], [0.85, -0.07, 1.52], [0.57, -0.81, -1.45], [1.35, -2.06, -0.28], [-0.90, -2.36, 0.68], [-2.81, -0.50, 0.92], [-2.24, 2.13, 0.15], [-1.27, 1.47, -1.49]], "gap_ev": 8.03, "homo_ev": -7.6, "smiles": "C=CCC=[PH]=C"}

***

three:
{"formula": "C5H9P", "method": "ωB97M-V/def2-TZVPD", "symbols": ["C", "P", "C", "C", "C", "C", "H", "H", "H", "H", "H", "H", "H", "H", "H"], "coordinates": [[-1.96, -0.52, -0.78], [-0.84, -1.24, 0.58], [0.60, -0.08, 0.26], [0.57, 1.43, 0.83], [1.42, -0.50, -0.97], [2.02, -0.62, 0.18], [-2.39, 0.47, -0.60], [-2.88, -1.20, -0.77], [-1.19, -0.68, -1.60], [-1.53, -0.62, 1.54], [-0.37, 1.94, 0.66], [1.38, 1.87, 0.21], [0.95, 1.43, 1.85], [1.38, -0.67, -2.03], [2.83, -0.99, 0.64]], "gap_ev": 9.64, "homo_ev": -8.6, "smiles": "CPC1(C)C=C1"}

***

It is three that is the most stable of them.